# 1
The following is a quantum chemistry calculation of a cluster of 3 separate species, C27H40IN2O8S in total, from OMol25.

Computed properties:
HOMO, eV: -5.2
Gap between HOMO and LUMO, eV: 7.48
Calculated total energy, eV: -66944.569

```
! wB97M-V def2-TZVPD RIJCOSX def2/J DEFGRID3
* xyz -1 1
C -1.27090 -3.99743 3.23452
C -1.81978 -3.12184 2.61937
C -2.47082 -2.06297 1.84220
C -1.76244 -0.67804 2.01213
C -1.70392 0.00643 0.62395
C -0.54365 -0.57541 -0.18322
C 0.73798 0.18957 0.15322
C 2.01517 -0.41765 -0.45045
I 2.42134 -2.22055 0.72249
C 3.15643 0.58128 -0.30262
C 4.53876 0.19752 -0.79749
C 5.56631 1.11970 -0.58163
C 6.86479 0.84989 -0.97401
C 7.20219 -0.34476 -1.60277
C 8.61549 -0.67450 -2.01892
C 6.17695 -1.25079 -1.85205
C 4.87244 -0.97714 -1.45542
O 1.88865 -0.77128 -1.83220
S 0.65932 -0.05784 -2.63361
O 0.67046 -0.64340 -3.94314
O 0.87797 1.35876 -2.61032
C -0.85363 -0.55204 -1.70325
O -1.33942 -1.80514 -2.09545
C -0.41307 -2.87740 -2.17708
C -1.18136 -4.20398 -1.98025
C -0.50072 -5.08286 -0.90778
C -1.98209 0.53863 -2.05417
O -1.79034 1.67733 -1.60225
O -2.95256 0.11074 -2.69878
H -0.81357 -4.88221 3.60527
H -2.40052 -2.35327 0.78888
H -3.53018 -1.98953 2.07656
H -0.77468 -0.80239 2.44961
H -2.41070 -0.07995 2.64740
H -1.52767 1.06070 0.80812
H -2.65596 -0.18109 0.14453
H -0.38014 -1.59852 0.16800
H 0.66088 1.24596 -0.11289
H 0.87022 0.16273 1.23749
H 3.24274 0.78526 0.76987
H 2.85773 1.51341 -0.78879
H 5.34325 2.06294 -0.09448
H 7.66137 1.56638 -0.79814
H 8.74968 -1.75714 -2.00473
H 9.35613 -0.25832 -1.33597
H 8.80139 -0.32335 -3.03533
H 6.38611 -2.19288 -2.34494
H 4.11861 -1.72274 -1.66370
H 0.03507 -2.89155 -3.17183
H 0.36450 -2.82713 -1.41261
H -1.16112 -4.77034 -2.91056
H -2.19387 -3.99498 -1.64139
H 0.58483 -4.95832 -0.90670
H -0.85045 -4.83351 0.09709
H -0.70729 -6.14397 -1.06879
C -0.87077 3.56388 4.61871
C -0.52158 3.01470 3.25409
O -0.76135 1.86326 2.93764
N 0.07336 3.85841 2.36816
C 0.43444 5.24867 2.55210
H -1.33626 2.77125 5.19645
H 0.02614 3.90040 5.14071
H -1.57149 4.39553 4.53265
H 0.26735 3.43014 1.47475
H -0.08536 5.86830 1.81901
H 1.50952 5.37762 2.41086
H 0.17002 5.58851 3.54809
C -6.39440 1.23069 0.98905
C -5.50265 0.59078 -0.05228
O -4.76301 -0.34525 0.19873
N -5.51451 1.09382 -1.30867
C -6.29531 2.19166 -1.83022
H -6.24983 0.70986 1.93123
H -6.13430 2.28143 1.12409
H -7.44379 1.15260 0.70037
H -4.85761 0.62955 -1.93400
H -6.91330 1.84803 -2.66308
H -5.62908 2.97509 -2.19708
H -6.94213 2.61007 -1.06430
*
```

Here are the Löwdin charges for atoms 1 to 4, given in e: atom 1 (C): 0.076, atom 2 (C): -0.153, atom 3 (C): -0.189, atom 4 (C): -0.169

# 2
The following is a quantum chemistry calculation of a structure of composition C27H40N2O7PdS2Si, from OMol25.

Computed properties:
HOMO (spin up / spin down), eV: -7.9 / -7.9
Gap between HOMO and LUMO (spin up / spin down), eV: 7.90 / 5.42
Calculated total energy, eV: -78992.300
ΔE to the lowest compared entry with this formula, charge and spin, kcal per mole: 49.7

```
! wB97M-V def2-TZVPD RIJCOSX def2/J DEFGRID3
* xyz 0 3
Pd -0.18715 1.35469 1.80437
C 2.29358 2.34851 -0.20646
C 1.01165 2.21973 -1.03341
C 0.23971 3.53384 -0.94389
C 1.34512 1.93984 -2.49890
O 0.10159 1.20423 -0.51574
Si 0.86424 -1.05059 2.13177
S -0.74607 -0.44315 3.42141
O 2.05310 0.01353 2.46979
C 3.46290 -0.19946 2.76994
C 3.57199 -0.87595 4.13553
C 4.11857 -1.04203 1.67315
C 4.09106 1.19097 2.83288
O 1.37297 -2.56331 2.34847
C 0.94917 -3.81069 1.76568
C 1.43831 -4.89613 2.71817
C 1.60730 -3.95272 0.39534
C -0.57243 -3.85153 1.64450
H 2.84425 3.23779 -0.51967
H 2.90559 1.46245 -0.34194
H 2.04487 2.44980 0.85246
H 0.78312 4.31812 -1.47205
H 0.13820 3.83517 0.10147
H -0.74778 3.42877 -1.39561
H 1.95184 2.75609 -2.89366
H 0.42698 1.86349 -3.08545
H 1.90121 1.01078 -2.58164
H 2.96771 -1.78178 4.14294
H 3.21315 -0.20587 4.91895
H 4.61006 -1.14105 4.33900
H 3.96426 -2.10413 1.86526
H 5.19004 -0.84124 1.63033
H 3.66602 -0.81214 0.70771
H 3.43056 1.86889 3.37528
H 4.25925 1.58860 1.83311
H 5.04770 1.13690 3.35371
H 2.52267 -4.83692 2.81761
H 1.17183 -5.88209 2.33584
H 0.98617 -4.76458 3.70213
H 2.68248 -4.10286 0.50454
H 1.44527 -3.04890 -0.19601
H 1.18761 -4.80678 -0.13780
H -1.02548 -3.62196 2.61086
H -0.89543 -4.84375 1.32973
H -0.91849 -3.11703 0.91509
O 1.72688 -0.53446 -0.85713
C 0.52401 -0.30758 -0.61997
O 0.07062 -0.73828 0.74515
C -0.53961 -0.89957 -1.56509
C -1.83738 -1.15208 -1.14087
C -2.79216 -1.70802 -1.99764
C -2.37991 -2.00419 -3.27203
O -3.10558 -2.56175 -4.29565
C -2.19517 -2.72722 -5.37581
O -0.95237 -2.14765 -5.00603
C -1.08459 -1.75431 -3.69703
C -0.14126 -1.20080 -2.86885
H -2.10869 -0.94390 -0.11506
H -3.80492 -1.90900 -1.67332
H -2.58362 -2.22607 -6.26604
H -2.05820 -3.79444 -5.58169
H 0.87531 -1.00845 -3.18376
N -2.99324 1.68913 2.03019
C -2.15823 2.72475 1.82488
S -0.97676 3.22259 2.97268
N -2.48047 3.60282 0.84686
C -3.18095 3.37928 -0.36288
C -3.19653 2.13734 -0.98723
C -3.86333 1.97826 -2.19210
C -4.49902 3.05410 -2.79310
C -4.45660 4.29917 -2.18136
C -3.80556 4.46431 -0.97087
H -2.76305 1.01289 2.73748
H -3.78856 1.55293 1.42763
H -2.02544 4.49658 0.92876
H -2.62593 1.31569 -0.58011
H -3.85863 1.00508 -2.66635
H -5.00498 2.92813 -3.74079
H -4.93016 5.15093 -2.65178
H -3.77519 5.43825 -0.49591
*
```

Here are the Löwdin charges for atoms 1 to 4, given in e: atom 1 (Pd): 0.596, atom 2 (C): -0.030, atom 3 (C): -0.588, atom 4 (C): -0.034

# 3
The following is a quantum chemistry calculation of a cluster of 7 separate species, C27H40O21 in total, from OMol25.

Computed properties:
HOMO, eV: -10.5
Gap between HOMO and LUMO, eV: 10.79
Calculated total energy, eV: -71647.142
SMILES: C[C@H]1COC(=O)O1.C[C@H]1COC(=O)O1.C[C@H]1COC(=O)O1.C[C@H]1COC(=O)O1.C[C@H]1COC(=O)O1.C[C@H]1COC(=O)O1.O=C1OCCO1

```
! wB97M-V def2-TZVPD RIJCOSX def2/J DEFGRID3
* xyz 0 1
C 1.21124 5.60606 0.25311
C 0.95959 5.34020 -1.20836
C 1.31041 3.89278 -1.62844
O 0.13265 3.43676 -2.30632
C -0.87972 4.31443 -2.12689
O -1.98241 4.14402 -2.51760
O -0.46013 5.41176 -1.46340
H 0.71124 4.90454 0.91336
H 1.00715 6.64143 0.53430
H 2.29987 5.57167 0.42003
H 1.45614 6.07757 -1.84189
H 1.42915 3.31323 -0.70343
H 2.23819 3.73916 -2.17043
C 3.61189 2.88304 1.97433
C 5.06588 2.51671 2.15259
C 5.39284 2.16290 3.59797
O 6.32672 1.08010 3.46016
C 6.27794 0.58757 2.20445
O 6.89836 -0.33255 1.81384
O 5.38891 1.29832 1.46638
H 3.39855 3.12950 0.93499
H 3.34832 3.73870 2.59832
H 2.96485 2.04577 2.23458
H 5.67991 3.31269 1.72744
H 4.53574 1.78261 4.15569
H 5.87097 2.98314 4.12916
C -4.61189 -1.35945 4.45648
C -5.13269 -0.73688 3.17740
C -4.28578 0.42036 2.65676
O -4.12474 0.12736 1.25384
C -4.66282 -1.08452 0.96666
O -4.77899 -1.62073 -0.08736
O -5.04879 -1.68597 2.11917
H -4.72110 -0.66304 5.29104
H -3.57765 -1.67438 4.34527
H -5.25484 -2.20001 4.72379
H -6.18150 -0.47708 3.32928
H -3.29702 0.51680 3.10360
H -4.80147 1.37769 2.73082
C -4.49134 0.48450 -4.20664
C -4.46793 -0.65249 -3.20199
C -5.73812 -1.50947 -3.22370
O -5.33928 -2.68327 -3.88420
C -4.00307 -2.71297 -4.04153
O -3.42408 -3.60529 -4.53938
O -3.43607 -1.58901 -3.57474
H -5.23338 1.22451 -3.91184
H -4.60519 0.09825 -5.22102
H -3.52712 0.98474 -4.19173
H -4.21111 -0.27497 -2.21330
H -6.49710 -0.93446 -3.75439
H -6.11016 -1.66596 -2.21319
C 0.58623 -2.58102 -3.61501
C 0.96765 -3.85124 -2.88913
C 1.98378 -3.67519 -1.74995
O 1.43033 -4.32382 -0.64948
C 0.10909 -4.56693 -0.87980
O -0.63630 -4.98242 -0.05467
O -0.20800 -4.30188 -2.16042
H 1.43367 -1.96341 -3.92479
H -0.00647 -1.92737 -2.97402
H -0.05237 -2.78125 -4.47291
H 1.17287 -4.64396 -3.60943
H 2.12315 -2.60131 -1.58071
H 2.96867 -4.06022 -2.00944
C 4.17967 -2.58499 1.13121
C 3.19533 -2.39520 2.26916
C 3.11563 -0.95015 2.80001
O 1.70764 -0.66909 2.79781
C 1.02116 -1.69488 2.26132
O -0.15603 -1.73105 2.14750
O 1.85691 -2.67277 1.85820
H 5.18885 -2.23571 1.34194
H 3.83284 -2.14307 0.19366
H 4.26492 -3.65769 0.91673
H 3.51501 -3.08016 3.05857
H 3.63527 -0.20635 2.20309
H 3.47123 -0.93697 3.83296
O 2.25777 0.80760 0.03024
C 1.11110 0.69492 -0.21778
O 0.64738 -0.04226 -1.24536
C -0.71839 -0.39932 -0.93219
C -1.14878 0.85476 -0.19310
O 0.07423 1.26359 0.44598
H -1.28133 -0.50313 -1.85449
H -0.76142 -1.33345 -0.36819
H -1.93518 0.64631 0.52534
H -1.57706 1.54266 -0.92591
*
```

Here are the Löwdin charges for atoms 1 to 4, given in e: atom 1 (C): -0.031, atom 2 (C): -0.293, atom 3 (C): -0.072, atom 4 (O): 0.063